An isolated molecule of C6H10N2 at a distorted geometry, computed with wB97M-V/def2-TZVPD.

Last column: natural (NBO) charge in e.
Element x y z (Å)
C1 -0.660 -0.675 -1.467  -0.44
C2 -0.214 -0.269 -0.326  -0.01
C3 0.603 -1.142 0.513  -0.13
C4 2.121 -1.039 0.806  -0.30
N1 1.393 -2.211 0.025  -0.56
C5 -0.486 1.132 0.274  -0.12
C6 -1.852 1.489 0.536  -0.27
N2 -1.260 2.060 -0.632  -0.59
H1 -0.317 -1.573 -1.976  0.20
H2 -1.020 0.122 -2.233  0.23
H3 -0.134 -1.188 1.316  0.20
H4 2.671 -0.496 0.059  0.21
H5 2.382 -1.329 1.915  0.23
H6 1.474 -1.927 -0.965  0.34
H7 0.298 1.496 0.853  0.20
H8 -2.488 0.562 0.348  0.22
H9 -1.679 1.942 1.547  0.21
H10 -0.831 3.043 -0.591  0.37

## Properties
Relative energy (zero: lowest compared OMol25 entry of this formula, charge and spin) in eV: 5.102
Kohn-Sham gap in Eh: 0.3689
HOMO energy in eV: -9.1
Total energy in eV: -9359.3346
SMILES: C=C([C@@H]1CN1)[C@@H]1CN1